(a)
A single C6H11N molecule, computed with ωB97M-V with the def2-TZVPD basis set.

```
18
Properties=species:S:1:pos:R:3:lowdin_charge:R:1
C 1.12 -0.97 -2.80 0.0019
C 0.90 -0.24 -1.70 -0.2006
C -0.41 0.06 -1.03 -0.1771
C -0.33 0.09 0.52 -0.2716
C 0.97 0.49 1.11 -0.0736
C -1.53 0.02 1.14 -0.1796
N -1.65 0.21 2.54 -0.0116
H 2.13 -1.32 -2.99 0.0509
H 0.34 -1.33 -3.45 0.0572
H 1.65 0.49 -1.40 0.0960
H -1.12 -0.75 -1.25 0.1066
H -0.92 0.98 -1.35 0.1236
H 0.85 0.50 2.21 0.0693
H 1.23 1.52 0.84 0.0919
H 1.88 -0.08 0.90 0.0775
H -2.37 -0.54 0.71 0.1070
H -1.63 1.18 2.79 0.0685
H -1.12 -0.31 3.22 0.0639
```

Summary:
structure (SMILES)	C=CC/C(C)=C/N
Kohn-Sham gap	9.85	eV
E_LUMO	0.9	eV


(b)
A single C6H11N molecule, computed with ωB97M-V with the def2-TZVPD basis set.

```
18
Properties=species:S:1:pos:R:3:lowdin_charge:R:1
C -1.85 1.89 -0.84 0.0046
C -1.16 1.68 0.27 -0.1356
C -0.11 0.64 0.36 -0.3805
N 1.17 1.05 0.73 0.0971
C -0.39 -0.63 0.04 -0.0951
C 0.48 -1.82 0.37 -0.2491
C 1.29 -2.34 -0.84 -0.1012
H -2.77 2.45 -0.82 0.0468
H -1.64 1.49 -1.83 0.0625
H -1.26 2.38 1.09 0.1018
H 1.95 0.42 0.65 0.0784
H 1.30 1.72 1.47 0.0855
H -1.37 -0.82 -0.35 0.0986
H 1.13 -1.58 1.21 0.0935
H -0.26 -2.55 0.70 0.0990
H 1.60 -1.48 -1.43 0.0703
H 2.25 -2.68 -0.45 0.0585
H 0.88 -3.23 -1.31 0.0648
```

Summary:
structure (SMILES)	C=C/C(N)=C/CC
Kohn-Sham gap	8.99	eV
E_LUMO	1.1	eV


Quick one: least stable of them? (a)


(a)
A single C6H11N molecule, computed with ωB97M-V with the def2-TZVPD basis set.

```
18
Properties=species:S:1:pos:R:3:lowdin_charge:R:1
H 2.68 -1.10 0.37 0.0513
N 2.03 -0.54 0.94 0.1433
C 1.04 -0.28 0.20 -0.3543
C 0.84 -0.74 -1.24 -0.1416
C -0.34 0.10 -1.74 -0.1980
C -1.19 0.27 -0.47 -0.1747
C -0.15 0.58 0.62 -0.3310
C -0.64 0.40 2.06 -0.0700
H 1.75 -0.64 -1.84 0.1148
H 0.58 -1.81 -1.24 0.1235
H 0.04 1.08 -2.07 0.1139
H -0.88 -0.35 -2.58 0.1073
H -1.96 1.03 -0.57 0.1142
H -1.68 -0.68 -0.24 0.1206
H 0.17 1.62 0.51 0.1503
H -1.47 1.08 2.27 0.0766
H -0.99 -0.63 2.24 0.0806
H 0.16 0.61 2.78 0.0733
```

Summary:
structure (SMILES)	[H]/N=C1\CCC[C@H]1C
Kohn-Sham gap	10.76	eV
E_LUMO	1.1	eV


(b)
A single C6H11N molecule, computed with ωB97M-V with the def2-TZVPD basis set.

```
18
Properties=species:S:1:pos:R:3:lowdin_charge:R:1
C 3.31 0.25 -0.07 -0.1330
C 1.91 -0.15 -0.36 -0.1659
C 0.91 0.75 -0.50 -0.1334
C -0.46 0.30 -0.74 -0.1102
C -1.52 0.91 -0.16 -0.1667
N -2.75 0.24 0.07 -0.1243
C -2.62 -1.09 0.72 -0.1124
H 4.15 -0.38 -0.41 0.0688
H 3.57 0.21 1.02 0.0829
H 3.65 1.23 -0.39 0.0697
H 1.61 -1.19 -0.36 0.1006
H 1.07 1.75 -0.09 0.1135
H -0.47 -0.74 -1.02 0.0937
H -1.28 1.85 0.34 0.1048
H -3.32 0.22 -0.76 0.0981
H -3.58 -1.60 0.67 0.0731
H -1.87 -1.73 0.26 0.0519
H -2.32 -0.83 1.75 0.0887
```

Summary:
structure (SMILES)	C/C=C/C=C/NC
Kohn-Sham gap	9.26	eV
E_LUMO	1.0	eV


Quick one: least stable of them? (b)


(a)
A single C5H5NO molecule, computed with ωB97M-V with the def2-TZVPD basis set.

```
12
Properties=species:S:1:pos:R:3:lowdin_charge:R:1
O -1.85 0.05 -0.57 -0.0670
C -1.05 -0.84 0.19 -0.2125
C 0.39 -0.36 0.28 -0.2268
C 0.71 0.82 -0.29 -0.2201
C 1.28 2.05 -0.30 0.2065
C 1.37 -1.23 0.85 -0.1892
N 2.14 -2.00 1.25 0.1501
H -2.03 0.83 -0.02 0.1058
H -1.44 -0.95 1.21 0.1336
H -1.13 -1.82 -0.30 0.1288
H -0.10 1.04 -1.03 0.1562
H 1.69 2.42 -1.25 0.0345
```

Summary:
Kohn-Sham gap (alpha / beta)	7.36 / 7.41	eV
E_LUMO (alpha / beta)	-1.3 / -1.2	eV


(b)
A single C5H5NO molecule, computed with ωB97M-V with the def2-TZVPD basis set.

```
12
Properties=species:S:1:pos:R:3:lowdin_charge:R:1
C 2.64 0.35 0.05 0.0134
C 1.58 -0.50 -0.03 -0.1196
C 0.21 -0.14 -0.03 -0.3978
N -0.38 1.15 -0.10 0.1024
C -1.72 0.91 -0.04 -0.1618
C -1.85 -0.51 0.17 -0.0964
O -0.63 -1.11 -0.16 0.0429
H 3.75 0.23 0.33 0.0808
H 2.39 1.45 0.20 0.0803
H 1.83 -1.64 0.08 0.1432
H -2.80 1.48 0.20 0.1658
H -2.69 -1.28 0.48 0.1467
```

Summary:
structure (SMILES)	C=Cc1ncco1
Kohn-Sham gap	8.42	eV
E_LUMO	0.1	eV


(c)
A single C5H5NO molecule, computed with ωB97M-V with the def2-TZVPD basis set.

```
12
Properties=species:S:1:pos:R:3:lowdin_charge:R:1
N 0.24 0.00 -2.58 0.1814
C -0.56 -0.14 -1.75 -0.2342
C -1.46 -0.30 -0.58 -0.1291
C -0.30 -0.71 0.28 -0.1123
C 0.26 0.19 1.10 -0.0733
C 1.69 0.54 1.05 -0.2691
O 2.41 0.22 0.13 0.0461
H -1.86 0.69 -0.34 0.1235
H -2.29 -1.00 -0.72 0.1184
H 0.20 -1.61 -0.06 0.1279
H -0.39 0.87 1.64 0.1071
H 2.04 1.25 1.82 0.1136
```

Summary:
structure (SMILES)	N#CC/C=C/C=O
Kohn-Sham gap	9.48	eV
E_LUMO	-0.5	eV


(d)
A single C5H5NO molecule, computed with ωB97M-V with the def2-TZVPD basis set.

```
12
Properties=species:S:1:pos:R:3:lowdin_charge:R:1
C -2.45 -1.10 0.24 0.0987
C -1.91 0.02 0.04 -0.1241
C -0.95 1.01 -0.27 -0.1311
C 0.48 1.25 0.52 -0.0766
N 0.48 0.39 -0.57 -0.0582
C 1.21 -0.77 -0.23 -0.1851
O 2.52 -0.75 0.17 -0.0944
H -2.65 -2.25 0.33 0.0858
H -0.96 1.75 -1.10 0.1396
H 0.50 0.87 1.57 0.1431
H 0.77 2.18 0.54 0.0421
H 0.49 -1.71 -0.53 0.1602
```

Summary:
structure (SMILES)	C#C[C@H]1CN1C=O
Kohn-Sham gap	9.79	eV
E_LUMO	0.3	eV


Quick one: least stable of them? (d)


(a)
A single C6H7FO molecule, computed with ωB97M-V with the def2-TZVPD basis set.

```
15
Properties=species:S:1:pos:R:3:lowdin_charge:R:1
C 0.36 1.61 -0.50 -0.0333
C -0.11 0.45 0.40 -0.1470
C 1.09 -0.33 0.98 -0.3923
O 2.01 0.20 1.52 0.1180
C 0.91 -1.76 0.75 0.0347
C -0.15 -2.02 -0.01 0.0011
C -0.94 -0.83 -0.36 -0.1825
F -2.24 -1.06 0.24 -0.0727
H -0.06 2.56 -0.25 0.0813
H 0.14 1.38 -1.52 0.0698
H 1.36 1.58 -0.37 0.0329
H -0.71 0.88 1.20 0.1430
H 1.41 -2.58 1.08 0.0892
H -0.36 -2.94 -0.40 0.0947
H -1.21 -0.62 -1.46 0.1630
```

Summary:
structure (SMILES)	C[C@@H]1C(=O)C=C[C@H]1F
Kohn-Sham gap	9.96	eV
E_LUMO	0.1	eV


(b)
A single C6H7FO molecule, computed with ωB97M-V with the def2-TZVPD basis set.

```
15
Properties=species:S:1:pos:R:3:lowdin_charge:R:1
C 1.81 0.57 2.25 0.0436
C 0.63 -0.08 2.13 -0.0877
C 0.35 -1.01 1.00 -0.3175
O 1.13 -1.02 -0.11 -0.0238
C -0.27 -0.69 -0.33 -0.2074
C -0.28 0.66 -0.81 -0.0613
C -1.03 1.13 -1.84 -0.0632
F -2.20 0.34 -2.04 -0.0694
H 1.79 1.19 3.05 0.0131
H 2.65 0.58 1.53 0.0871
H -0.08 -0.07 2.94 0.1023
H 0.06 -2.01 1.21 0.1318
H -0.72 -1.36 -1.08 0.1585
H 0.80 1.25 -0.47 0.1972
H -1.01 2.08 -2.32 0.0965
```

Summary:
structure (SMILES)	C=C[C@@H]1O[C@@H]1/C=C\F
Kohn-Sham gap	10.19	eV
E_LUMO	1.0	eV


Quick one: least stable of them? (b)


(a)
2 unconnected molecules or ions with the total composition C4H9NO2P, computed with ωB97M-V with the def2-TZVPD basis set.

```
17
Properties=species:S:1:pos:R:3:lowdin_charge:R:1
C 0.78 3.95 -1.47 -0.1340
C 1.07 2.73 -1.82 -0.1072
C 0.32 -3.32 -0.41 -0.1229
C 0.49 -1.83 -0.17 -0.4486
N 1.30 -1.35 0.92 -0.2319
O 2.52 0.39 -0.66 -0.4006
O 2.99 0.59 1.84 -0.4549
P 2.14 -0.03 0.69 0.4023
H 0.43 4.22 -0.39 0.0739
H 0.78 4.81 -2.10 0.0075
H 1.28 2.38 -2.86 0.0631
H 1.21 1.92 -1.01 0.0369
H -0.52 -3.49 -1.20 0.0870
H 1.17 -3.75 -0.92 0.0454
H 0.04 -3.89 0.42 0.0308
H 0.90 -1.37 -1.13 0.1004
H -0.41 -1.36 0.04 0.0528
```

Summary:
Kohn-Sham gap	8.33	eV
net charge	-1
E_LUMO	3.8	eV


(b)
A gas-phase ion, C4H9NO2P (charge -1), computed with ωB97M-V with the def2-TZVPD basis set.

```
17
Properties=species:S:1:pos:R:3:lowdin_charge:R:1
C 2.25 1.31 -1.38 -0.0563
C 0.87 0.56 -1.50 -0.2529
N 1.07 -0.75 -0.81 -0.0279
C 0.30 -1.08 0.11 -0.2298
C -1.02 -0.40 0.63 -0.2203
P -2.23 -0.77 2.20 0.2895
O -3.61 -0.57 1.71 -0.4703
O -1.71 0.05 3.35 -0.4641
H 3.03 0.52 -1.31 0.0856
H 2.22 1.77 -2.25 -0.0058
H 2.19 1.88 -0.53 0.0366
H 0.00 1.06 -1.07 0.0852
H 0.49 0.32 -2.44 0.0729
H 0.72 -1.99 0.47 0.0744
H -0.76 0.58 0.85 0.0113
H -1.76 -0.31 -0.24 0.0814
H -2.07 -2.20 2.21 -0.0093
```

Summary:
structure (SMILES)	CC/N=C\C[P@H](=O)[O-]
Kohn-Sham gap	8.52	eV
net charge	-1
E_LUMO	3.7	eV


Quick one: least stable of them? (b)


(a)
A single C4H6OS molecule, computed with ωB97M-V with the def2-TZVPD basis set.

```
12
Properties=species:S:1:pos:R:3:lowdin_charge:R:1
O -0.16 -0.02 2.19 -0.0186
C -0.46 -0.30 0.84 -0.2983
C 0.63 -0.87 -0.15 -0.0463
C 0.27 0.61 -0.14 -0.3192
C -0.45 0.94 -1.40 -0.6983
S -0.15 2.16 -2.38 0.6887
H 0.16 -0.88 2.47 0.0960
H -1.48 -0.64 0.69 0.1389
H 0.21 -1.45 -1.00 0.1089
H 1.64 -1.02 0.28 0.1208
H 1.09 1.21 0.26 0.1495
H -1.31 0.26 -1.65 0.0778
```

Summary:
structure (SMILES)	O[C@@H]1C[C@H]1C=S
Kohn-Sham gap	8.68	eV
E_LUMO	0.1	eV


(b)
A molecular structure, C4H6OS, computed with ωB97M-V with the def2-TZVPD basis set.

```
12
Properties=species:S:1:pos:R:3:lowdin_charge:R:1
C -0.20 -1.21 0.54 -0.4435
C 0.84 1.32 -0.01 -0.5315
C -0.78 1.38 0.32 -0.1477
C -1.54 0.32 -0.25 -0.2603
H -0.61 -0.50 1.47 0.1390
H 0.01 -2.29 0.95 0.1176
H 1.69 2.16 0.82 0.1523
H 1.01 1.94 -1.18 0.1298
H -1.32 2.33 0.63 0.1008
H -2.48 0.59 -0.61 0.0958
O -1.31 -0.97 -0.36 -0.1138
S 1.39 -0.46 -0.17 0.7616
```

Summary:
Kohn-Sham gap	9.16	eV
E_LUMO	0.8	eV


(c)
A single C4H6OS molecule, computed with ωB97M-V with the def2-TZVPD basis set.

```
12
Properties=species:S:1:pos:R:3:lowdin_charge:R:1
C -0.39 1.41 0.15 -0.3445
S -1.60 -0.02 -0.04 0.8498
C -0.41 -1.38 -0.10 -0.4087
C 0.81 -0.61 0.40 -0.3439
O 2.00 0.00 -0.08 0.0634
C 0.76 0.60 -0.38 -0.4129
H -0.83 2.13 -0.55 0.0663
H -0.43 1.80 1.19 0.0889
H -0.34 -1.73 -1.11 0.0674
H -0.76 -2.24 0.46 0.0659
H 0.70 -0.38 1.50 0.1635
H 0.50 0.40 -1.44 0.1448
```

Summary:
structure (SMILES)	C1SC[C@H]2O[C@H]12
Kohn-Sham gap	9.78	eV
E_LUMO	0.8	eV


Quick one: least stable of them? (b)


(a)
A single C4H6OS molecule, computed with ωB97M-V with the def2-TZVPD basis set.

```
12
Properties=species:S:1:pos:R:3:lowdin_charge:R:1
C 0.41 0.72 1.18 0.0957
C 0.07 -0.04 0.10 -0.3253
C -0.15 -1.54 0.15 -0.0768
C -0.11 0.62 -1.22 -0.8722
O -0.32 1.91 -1.07 -0.0113
S 0.04 0.00 -2.72 0.7409
H 0.39 1.80 1.22 0.0695
H 0.76 0.24 2.05 0.0584
H -1.12 -1.90 -0.29 0.1073
H 0.64 -2.03 -0.36 0.0589
H -0.04 -1.91 1.15 0.0662
H -0.58 2.14 -0.17 0.0886
```

Summary:
structure (SMILES)	C=C(C)C(O)=S
Kohn-Sham gap	8.45	eV
E_LUMO	-0.4	eV


(b)
A single C4H6OS molecule, computed with ωB97M-V with the def2-TZVPD basis set.

```
12
Properties=species:S:1:pos:R:3:lowdin_charge:R:1
O -2.98 -0.56 0.21 0.0524
C -1.83 -0.78 -0.09 -0.2517
C -0.74 0.28 -0.31 -0.1807
C 0.51 0.02 0.50 -0.6672
C 1.82 0.54 0.00 -0.3980
S 1.63 -1.25 -0.02 0.8228
H -1.42 -1.78 -0.26 0.1137
H -1.16 1.27 0.02 0.1362
H -0.48 0.29 -1.38 0.1207
H 0.33 0.08 1.57 0.1153
H 1.79 1.00 -0.97 0.0662
H 2.53 0.88 0.74 0.0703
```

Summary:
structure (SMILES)	O=CC[C@@H]1CS1
Kohn-Sham gap	10.05	eV
E_LUMO	0.8	eV


Quick one: least stable of them? (a)